The following is a DFT calculation (ωB97M-V with the def2-TZVPD basis set) of a structure of composition C29H44Br60N3O2Si.

The geometry in XYZ format:
```
139
Properties=species:S:1:pos:R:3:forces:R:3
C -1.235702 -1.951526 -0.915619 0.4 -0.4 -0.3
Si -0.231158 -1.973645 -2.500090 0.9 1.3 0.7
C 1.063380 -0.593963 -2.326100 -0.3 -1.5 -0.4
C -1.206055 -1.590687 -4.067325 0.2 -1.1 0.6
O 0.654505 -3.423025 -2.557351 -1.0 1.0 -0.2
C -0.068661 -4.526968 -3.010592 0.7 -0.9 0.1
C 0.947749 -5.452951 -3.687790 -0.7 0.3 0.3
C 1.447756 -4.914170 -5.039480 -0.2 -0.1 1.1
N 1.252458 -5.995648 -6.059309 0.3 -0.1 -0.6
C 2.208553 -5.957501 -7.189840 0.1 1.5 -0.9
C 2.599087 -4.477854 -7.417056 0.8 -1.1 0.7
N 3.493496 -4.107454 -6.317692 -0.8 -0.6 -0.2
C 2.862934 -4.312178 -5.011008 1.2 1.1 0.2
N 3.793180 -5.041866 -4.180516 -0.8 -0.2 -0.4
O 2.665974 -3.028615 -4.453933 -1.7 -0.1 -0.6
H -0.565724 -1.608473 -0.133305 0.2 0.1 0.2
H -1.573738 -2.930992 -0.586739 -0.3 -0.1 -0.1
H -2.054080 -1.253154 -0.970648 -0.4 0.2 0.0
H 1.421458 -0.372700 -3.326562 0.1 0.5 -0.1
H 0.643823 0.259092 -1.812315 0.0 0.3 0.0
H 1.906616 -1.008793 -1.779363 0.1 0.2 0.3
H -1.596780 -0.584152 -4.020751 0.2 0.4 0.0
H -0.616886 -1.756187 -4.965203 0.2 0.3 -0.2
H -2.075330 -2.231053 -4.140193 -0.2 -0.2 0.0
H -0.506999 -5.055779 -2.164809 -0.1 -0.2 0.1
H -0.893707 -4.288655 -3.684434 -0.1 0.2 -0.2
H 0.479955 -6.433822 -3.775602 0.0 -0.2 -0.3
H 1.736700 -5.571773 -2.958977 0.4 -0.1 0.0
H 0.781933 -4.107529 -5.320013 0.0 0.2 -0.3
H 1.254936 -6.930967 -5.661028 0.0 -0.1 0.3
H 0.317206 -5.880892 -6.430341 -0.4 -0.1 -0.2
H 1.798341 -6.341608 -8.113109 -0.5 -0.6 0.1
H 3.101261 -6.493174 -6.907505 0.1 -0.4 0.0
H 3.179813 -4.451832 -8.325189 -0.1 0.3 -0.4
H 1.736695 -3.828923 -7.470564 -0.2 0.3 -0.2
H 4.221573 -4.802054 -6.376756 0.6 0.1 0.0
H 3.551142 -4.767470 -3.229943 0.2 -0.7 -0.2
H 4.687984 -4.600455 -4.336494 0.6 -0.1 -0.1
H 3.454855 -2.781868 -4.000610 0.9 0.4 0.4
C -0.597130 -3.609982 3.243421 0.0 0.1 0.0
Br -1.108688 -1.756187 3.340804 0.1 -0.1 0.0
Br 0.674630 -3.932674 1.826521 0.0 0.0 0.1
Br 0.037228 -4.265065 4.940433 0.3 0.1 -0.1
H -1.487115 -4.168706 3.002875 0.0 -0.1 0.0
C 7.788658 -2.716027 -6.470713 0.0 0.0 -0.1
Br 7.705632 -3.341133 -8.295213 0.0 0.1 0.1
Br 7.867448 -4.185865 -5.215537 -0.1 0.2 -0.1
Br 9.243859 -1.482324 -6.206139 -0.3 -0.2 0.0
H 6.873290 -2.178962 -6.275122 -0.1 0.0 0.0
C 8.106924 -2.242266 -12.358300 0.0 0.0 -0.1
Br 7.379111 -3.929157 -11.757510 0.1 0.0 -0.1
Br 9.993686 -2.105543 -11.984784 -0.1 -0.1 -0.1
Br 7.723490 -1.924327 -14.218184 0.0 -0.1 0.2
H 7.614271 -1.466023 -11.794270 0.0 0.0 0.1
C -2.008926 1.656563 5.999162 -0.1 0.0 0.1
Br -2.593831 1.358566 4.183027 0.0 0.1 0.0
Br -2.735132 3.288799 6.721325 0.0 -0.2 -0.1
Br -2.390990 0.137387 7.125253 0.0 0.1 -0.1
H -0.936782 1.769288 5.971592 0.1 0.0 0.0
C -2.566999 3.132506 -1.129730 0.1 0.0 -0.1
Br -2.860001 2.388893 -2.890590 0.3 0.1 0.2
Br -2.369082 1.767668 0.218566 0.0 0.0 -0.2
Br -1.081312 4.361020 -1.115997 -0.1 -0.1 0.0
H -3.450017 3.698057 -0.877250 -0.1 0.0 0.0
C -4.638755 -4.304678 4.294061 0.0 0.2 0.1
Br -5.228364 -2.615765 3.575854 0.1 -0.1 0.0
Br -3.857166 -5.430787 2.930111 -0.1 0.0 0.1
Br -3.452963 -4.063566 5.796647 -0.2 0.0 -0.2
H -5.513735 -4.818674 4.659315 0.0 -0.1 0.0
C 13.120633 -1.064312 -7.547965 0.1 -0.1 -0.1
Br 15.024095 -0.936289 -7.818436 -0.2 0.0 0.0
Br 12.195418 -1.551917 -9.169322 0.0 0.0 0.2
Br 12.685196 -2.255291 -6.091682 0.3 0.0 -0.1
H 12.772937 -0.082426 -7.268546 0.0 0.1 0.0
C -5.657977 -0.759835 -3.359692 -0.1 0.1 0.0
Br -6.115719 1.105863 -3.192102 -0.2 -0.3 0.0
Br -4.404882 -1.049021 -4.806136 -0.4 0.1 0.1
Br -5.037631 -1.510066 -1.696740 0.0 0.1 -0.1
H -6.564211 -1.282154 -3.621028 0.0 -0.1 0.0
C -5.676210 6.284580 8.627320 0.1 -0.1 -0.1
Br -3.806480 6.392850 8.169411 -0.1 0.0 0.1
Br -6.743971 5.676691 7.140650 0.1 0.0 0.1
Br -5.967998 5.209018 10.203285 0.0 0.1 -0.2
H -6.000814 7.286404 8.863905 0.0 0.1 0.0
C -7.998399 8.273665 11.703163 0.0 0.1 0.0
Br -7.442970 9.250881 10.134514 0.0 -0.1 0.1
Br -7.198128 8.982322 13.308677 -0.1 0.0 -0.2
Br -9.920173 8.180544 11.842825 0.1 0.1 0.0
H -7.639869 7.261220 11.590249 0.0 -0.1 0.0
C -8.332611 13.685629 9.277803 0.0 -0.1 0.0
Br -9.200543 12.453890 10.480701 0.0 0.2 -0.1
Br -6.425714 13.395615 9.209220 -0.1 -0.1 -0.1
Br -9.122105 13.642428 7.517062 0.1 0.0 0.1
H -8.491195 14.677235 9.670157 0.0 0.1 0.0
C -9.111074 4.794986 13.748846 -0.1 -0.1 0.0
Br -7.253225 5.232555 13.469267 -0.1 -0.2 0.2
Br -9.999147 4.368973 12.090930 0.1 -0.1 0.1
Br -9.325817 3.397656 15.059569 0.0 0.1 -0.1
H -9.586445 5.679312 14.146338 0.0 0.1 0.0
C -1.172556 -6.983536 7.321015 0.0 -0.1 0.1
Br -0.169174 -8.371339 6.433154 -0.1 0.1 0.1
Br -2.945993 -7.573359 7.792190 0.1 0.0 0.0
Br -0.223291 -6.275737 8.843013 -0.1 -0.1 -0.1
H -1.287736 -6.175333 6.614669 0.0 0.0 -0.1
C 11.605113 -4.302582 -2.998501 0.0 0.0 0.2
Br 10.342428 -5.740810 -3.244299 0.2 -0.1 0.2
Br 10.855684 -2.876095 -1.939294 0.0 -0.1 -0.1
Br 13.275053 -4.935387 -2.277034 -0.2 0.0 -0.1
H 11.813480 -3.897107 -3.975742 0.0 0.0 -0.1
C -0.977034 -9.310924 -7.441457 0.1 0.0 -0.3
Br -1.577927 -7.537113 -7.923063 0.1 0.0 0.0
Br -0.296484 -10.274576 -8.959229 0.0 0.2 0.2
Br 0.312252 -9.243482 -6.003243 0.0 -0.2 0.1
H -1.835067 -9.851753 -7.072714 -0.1 0.0 0.1
C 5.314573 -5.102011 -0.157198 0.3 -0.1 0.2
Br 7.064483 -5.316001 -0.954913 -0.3 0.1 -0.1
Br 5.452319 -4.413527 1.634129 -0.1 0.0 -0.2
Br 4.105580 -4.028592 -1.225223 0.1 0.3 0.8
H 4.872202 -6.083343 -0.088515 0.0 0.0 0.0
C -6.718800 8.147620 17.478577 0.0 -0.1 0.0
Br -6.228905 8.692669 19.261897 -0.1 -0.1 -0.1
Br -5.360080 7.045204 16.668773 -0.1 0.1 0.1
Br -8.444617 7.284083 17.441083 0.1 0.0 0.0
H -6.799006 9.043084 16.882949 0.0 0.1 0.0
C -4.547509 10.074234 6.060347 0.1 -0.1 0.1
Br -3.531946 8.696672 5.168519 -0.1 0.1 0.0
Br -6.330620 9.483109 6.502050 0.1 0.0 0.0
Br -3.617314 10.759284 7.605400 -0.1 -0.1 -0.1
H -4.651113 10.891829 5.363028 0.0 0.1 0.0
C -3.800815 14.168969 4.445273 0.0 -0.1 0.1
Br -2.796443 12.769442 3.574572 -0.1 0.0 0.1
Br -5.583966 13.583908 4.888342 0.1 0.0 0.0
Br -2.876199 14.861481 5.988663 -0.1 -0.1 -0.1
H -3.897025 14.979684 3.740892 0.0 0.0 -0.1
C 8.101907 -0.191475 -17.957017 0.0 0.0 0.1
Br 6.822661 -1.612627 -18.216265 0.1 0.1 0.1
Br 7.367821 1.243727 -16.897233 0.0 -0.1 -0.1
Br 9.752703 -0.852617 -17.212402 -0.1 0.1 -0.1
H 8.329760 0.214804 -18.929448 0.0 0.0 -0.1
```
Forces are in eV/Å.

Computed properties:
- electronic energy (eV) = -4249768.0337
- LUMO energy (eV) = -3.04
- HOMO (eV) = -10.83
- net charge = +1

Results of the Löwdin charge analysis, in e, for atoms 1 through 99: C -0.166; Si 0.465; C -0.136; C -0.197; O -0.228; C -0.272; C -0.081; C -0.147; N 0.080; C -0.093; C -0.142; N 0.050; C -0.579; N 0.100; O 0.025; H 0.008; H 0.025; H -0.029; H 0.026; H 0.028; H 0.024; H -0.004; H 0.035; H -0.042; H 0.126; H 0.112; H 0.118; H 0.106; H 0.153; H 0.046; H 0.116; H 0.126; H 0.136; H 0.127; H 0.129; H 0.100; H -0.086; H 0.056; H 0.077; C -1.622; Br 0.545; Br 0.578; Br 0.588; H -0.123; C -1.609; Br 0.545; Br 0.536; Br 0.570; H -0.035; C -1.618; Br 0.534; Br 0.562; Br 0.566; H -0.029; C -1.620; Br 0.518; Br 0.565; Br 0.570; H -0.029; C -1.612; Br 0.543; Br 0.564; Br 0.584; H -0.028; C -1.585; Br 0.583; Br 0.612; Br 0.577; H -0.029; C -1.621; Br 0.594; Br 0.542; Br 0.558; H -0.029; C -1.593; Br 0.559; Br 0.626; Br 0.598; H -0.033; C -1.619; Br 0.538; Br 0.565; Br 0.579; H -0.127; C -1.617; Br 0.572; Br 0.565; Br 0.582; H -0.128; C -1.620; Br 0.555; Br 0.548; Br 0.563; H -0.033; C -1.613; Br 0.549; Br 0.566; Br 0.585; H -0.041